No. 1
The following is a DFT calculation (ωB97M-V with the def2-TZVPD basis set) of C32H27ClN6O8Rb as an isolated structure.

Properties
charge	-1
LUMO	0.920	eV
HOMO-LUMO gap	4.75	eV
DFT total energy	-72121.130	eV

Last column: Mulliken charge in e.
Positions of all 75 atoms, in Å:
Rb (-0.98156, 0.30728, -1.28762)  0.668
C (0.88371, 2.59611, 2.80664)  0.807
H (-0.53960, -0.53260, -7.47571)  0.389
C (1.47150, -2.15411, 4.24965)  0.494
C (2.74786, -2.31442, 2.22172)  1.392
C (2.55980, -2.61175, 3.60516)  -1.011
C (0.43133, -2.69486, -4.82772)  -0.524
H (-2.25696, 0.25834, 1.43813)  0.485
H (-3.92783, -2.61246, -0.50433)  0.255
C (-2.30139, 0.46446, -6.73352)  -0.312
H (1.34154, -3.08394, -2.28389)  0.212
O (-3.67172, 4.82687, -0.42824)  -0.595
C (0.40950, -1.42603, 3.60285)  0.878
C (-1.01539, 3.41760, 0.01416)  0.096
C (-0.76819, -0.96046, 4.21922)  -1.073
H (4.95253, -2.52500, -0.34041)  0.430
C (1.82367, 1.72564, 2.25905)  -0.159
H (-2.63004, 0.03427, 3.89241)  0.499
H (-0.92075, -1.09499, 5.27728)  0.473
H (2.15559, 2.85572, 5.92641)  0.381
H (-3.91656, 1.38130, -5.63231)  0.418
O (1.89770, -3.49277, 6.07609)  -0.620
C (-2.39250, 0.58151, -4.35976)  -0.213
C (1.02442, 3.01526, 4.12634)  -0.787
Cl (-1.93866, 4.05989, 3.72796)  -0.201
N (-0.39849, -0.58811, 1.48429)  0.740
C (-1.71363, -0.33654, 3.45399)  -1.063
O (-0.18805, 2.69536, -2.07322)  -0.769
C (3.91821, -2.67165, 1.53206)  -0.742
N (-0.15537, 3.06513, 1.94525)  0.798
N (1.42667, -2.43916, 5.69481)  0.944
C (0.69084, -1.21165, -5.12813)  -0.691
C (3.03148, -1.54068, -0.36811)  -0.625
H (-2.71186, 0.67248, -7.71421)  0.380
C (4.06380, -2.28454, 0.22731)  -0.769
H (0.33858, 3.72113, 4.55847)  0.360
H (1.72156, 1.42296, 1.22757)  0.445
C (3.00046, 1.65188, 4.36330)  -0.643
H (-2.90074, 0.86412, -3.44527)  0.374
O (-2.24006, 3.58107, -2.00871)  -0.832
H (-2.17934, -2.40668, -0.66971)  0.047
C (-1.49367, -0.18424, 2.07650)  -0.476
H (-1.14697, -2.39008, -3.37317)  0.087
C (0.54643, -1.19458, 2.21970)  -0.488
N (0.01014, 2.85631, 0.61963)  -0.725
O (0.94944, -1.59852, 6.42902)  -0.585
C (-3.17396, 4.78913, 0.77891)  0.430
H (-0.43870, -3.99597, -3.33688)  0.299
O (0.62017, -2.46203, -2.40896)  -0.228
C (-1.09312, -0.20416, -6.60443)  -0.728
C (2.07046, 2.52796, 4.89789)  -0.801
H (4.69063, -3.23336, 2.04445)  0.428
H (3.12723, -1.19794, -1.39361)  0.564
H (3.60503, 0.60186, 2.59186)  0.368
N (1.92086, -1.20780, 0.24890)  -0.172
C (2.87591, 1.26970, 3.03564)  -0.529
C (-2.97008, 0.86077, -5.58953)  -0.894
H (-0.20918, -3.12633, -5.60454)  0.358
H (3.81839, 1.28086, 4.96808)  0.434
C (-1.13265, 3.24246, -1.50279)  0.874
H (1.31912, -1.12958, -6.01766)  0.462
H (-3.08716, 4.29111, -1.11326)  0.448
H (1.23337, -0.77164, -4.29049)  0.099
C (-1.89830, 4.02248, 0.95683)  -0.044
C (1.76544, -1.58968, 1.52937)  -0.141
H (-3.23630, -2.32007, -2.08980)  0.135
C (-1.31293, 3.74920, 2.17121)  0.329
O (-3.32752, -0.64842, -0.83821)  -0.820
C (-0.20993, -2.93449, -3.47108)  -0.416
O (-3.68374, 5.35980, 1.72168)  -0.660
N (-1.22108, -0.04367, -4.22788)  0.276
H (1.38466, -3.23466, -4.86934)  0.329
C (-3.16482, -1.97848, -1.02025)  -0.485
C (-0.58486, -0.44384, -5.33257)  0.433
H (3.30568, -3.17808, 4.14554)  0.502

No. 2
The following is a DFT calculation (ωB97M-V with the def2-TZVPD basis set) of one molecule with the formula C4H7N3O.

Properties
charge	0
LUMO	0.625	eV
SMILES	Cc1nc(N)c(O)[nH]1
HOMO-LUMO gap	7.49	eV
DFT total energy	-10776.636	eV

Last column: Mulliken charge in e.
Positions of all 15 atoms, in Å:
H (2.96216, -1.00809, 0.14380)  0.395
H (0.70014, 2.01219, -0.31650)  0.223
C (0.96825, -0.11072, -0.31102)  0.262
H (-2.72376, 1.57816, 0.03049)  0.345
O (-1.75458, 1.86255, -0.13099)  -0.529
H (-2.27256, -2.36919, -0.52412)  0.252
N (0.31999, 1.12862, -0.09993)  -0.079
C (-0.98607, -0.70010, -0.08232)  0.331
H (2.66561, 0.53411, 0.95152)  0.313
C (-0.95294, 0.80506, 0.07721)  0.181
N (-2.18480, -1.43531, -0.05022)  -0.557
H (3.19818, 0.22366, -0.67974)  0.270
N (0.24212, -1.10667, -0.21558)  -0.549
H (-2.60186, -1.31632, 1.07851)  0.284
C (2.42012, -0.09793, 0.12888)  -1.143

No. 3
The following is a DFT calculation (ωB97M-V with the def2-TZVPD basis set) of a 2-piece molecular cluster, C4H8NO overall.

Properties
charge	+1
LUMO	-7.882	eV
HOMO-LUMO gap	4.95	eV
DFT total energy	-7803.769	eV

Last column: Mulliken charge in e.
Positions of all 14 atoms, in Å:
O (1.89582, 1.89750, 2.29123)  -0.326
H (-1.69762, 0.14374, -2.65591)  0.320
H (-1.53688, 0.18986, 1.79170)  0.280
H (-0.20718, 2.04377, 2.15889)  0.321
C (0.67288, 1.37795, 2.13237)  0.253
C (-1.33856, -0.76973, -2.39200)  -0.583
N (-0.71530, -0.44490, 1.43060)  -0.346
C (0.41600, 0.02228, 1.65751)  0.022
H (1.24820, -0.63896, 1.47039)  0.361
C (-0.12395, -1.17536, -2.69812)  -0.484
H (0.13540, -2.14714, -2.46406)  0.277
H (0.57957, -0.54353, -3.26248)  0.240
H (-2.08378, -1.44862, -1.97866)  0.236
H (2.75538, 1.49312, 2.51853)  0.429

No. 4
The following is a DFT calculation (ωB97M-V with the def2-TZVPD basis set) of a 2-piece molecular cluster, C4H10NO2 overall.

Properties
charge	+1
LUMO	-4.647	eV
HOMO-LUMO gap	9.60	eV
DFT total energy	-9884.088	eV

Last column: Mulliken charge in e.
Positions of all 17 atoms, in Å:
H (-1.79607, -0.22592, -1.57050)  0.390
C (0.36708, -1.52583, 1.51127)  0.498
H (1.97585, 0.10094, 1.49947)  0.328
H (-1.90747, -0.24376, 0.22875)  0.351
O (1.14384, -2.15097, 0.58050)  -0.486
H (-0.94175, 2.48265, -0.74225)  0.342
H (0.28886, 0.72399, 1.80991)  0.333
H (0.22131, 2.23709, -1.89540)  0.374
H (-1.13316, -1.61188, -0.61170)  0.342
C (-1.27372, -0.48078, -0.57814)  -1.083
H (0.94625, -2.12757, -0.54612)  0.443
N (0.00774, 2.02275, -0.84719)  -0.715
H (0.66699, 0.02188, -1.41098)  0.319
C (0.14756, 0.06999, -0.45455)  -0.038
O (-0.28046, -1.78461, 2.45315)  -0.411
H (0.73730, 2.55010, -0.47332)  0.302
C (0.82985, -0.05807, 1.04710)  -0.291

Record order is preserved below.
E_HOMO: -0.1407 -0.2524 -0.4716 -0.5235 Eh
Record order is preserved below.
Energy relative to the best compared isomer or geometry (same formula, charge and spin): 1.603 3.112 4.334 5.500 eV
Record order is preserved below.
Max |F|: 0.91 7.71 4.53 5.80 eV/A